[1]
{"formula": "C42H44F9N2O9PS", "method": "the ωB97M-V functional and the def2-TZVPD basis", "species": ["C", "C", "C", "O", "C", "C", "O", "C", "C", "C", "C", "N", "C", "C", "C", "F", "F", "C", "F", "F", "S", "F", "F", "F", "F", "F", "O", "C", "P", "N", "O", "O", "H", "H", "H", "H", "H", "H", "H", "H", "H", "H", "H", "H", "H", "H", "H", "H", "H", "H", "H", "H", "H", "H", "H", "H", "H", "H", "H", "H", "C", "C", "C", "C", "C", "C", "C", "O", "C", "C", "C", "C", "C", "C", "C", "O", "H", "H", "H", "H", "H", "H", "H", "H", "C", "C", "C", "C", "C", "C", "C", "O", "C", "C", "C", "C", "C", "C", "C", "O", "H", "H", "H", "H", "H", "H", "H", "H"], "xyz": [[4.749, -1.478, 0.646], [3.699, -0.710, 1.449], [3.140, 0.516, 0.717], [1.896, 0.252, 0.092], [1.994, -0.089, -1.279], [0.728, 0.252, -2.055], [1.110, 0.115, -3.428], [0.418, -0.936, -4.095], [0.723, -0.794, -5.596], [0.207, 1.713, -1.865], [-0.568, 2.106, -3.147], [-1.483, 3.226, -2.926], [1.480, 2.591, -1.819], [1.213, 4.083, -2.080], [2.395, 4.970, -1.755], [3.513, 4.275, -2.130], [2.427, 6.064, -2.490], [2.659, 5.288, -0.264], [3.049, 4.236, 0.402], [3.677, 6.127, -0.222], [1.246, 6.085, 0.708], [0.473, 4.718, 0.748], [0.505, 6.559, -0.594], [1.986, 7.478, 0.743], [1.984, 5.712, 2.058], [0.086, 6.711, 1.562], [-0.489, 1.983, -0.655], [-1.070, 0.903, 0.021], [-2.545, 0.040, -0.698], [-2.197, -1.387, -1.183], [-3.220, 0.843, -1.933], [-3.668, -0.089, 0.483], [5.107, -2.295, 1.275], [5.615, -0.863, 0.417], [4.326, -1.954, -0.234], [2.900, -1.364, 1.777], [4.204, -0.315, 2.330], [3.878, 0.962, 0.046], [2.936, 1.261, 1.488], [2.882, 0.319, -1.754], [2.109, -1.179, -1.351], [-0.019, -0.522, -1.872], [0.809, -1.897, -3.759], [-0.661, -0.865, -3.975], [1.346, 0.086, -5.735], [1.284, -1.636, -5.990], [-0.174, -0.638, -6.188], [-1.153, 1.240, -3.468], [0.125, 2.400, -3.921], [-2.189, 3.275, -3.645], [-1.941, 3.189, -2.026], [2.181, 2.256, -2.570], [1.911, 2.506, -0.826], [1.066, 4.207, -3.150], [0.288, 4.425, -1.639], [-1.421, 1.301, 0.976], [-0.384, 0.106, 0.301], [-2.709, -2.086, -0.657], [-3.909, 1.432, -1.581], [-3.982, 0.800, 0.722], [4.374, -2.245, 9.303], [3.478, -2.030, 8.260], [3.824, -2.374, 6.965], [5.072, -2.926, 6.704], [5.979, -3.121, 7.747], [5.621, -2.788, 9.047], [7.339, -3.668, 7.483], [8.126, -3.842, 8.390], [7.712, -3.987, 6.077], [8.994, -4.446, 5.800], [9.350, -4.759, 4.500], [8.425, -4.624, 3.470], [7.148, -4.163, 3.739], [6.789, -3.834, 5.040], [5.423, -3.308, 5.308], [4.616, -3.187, 4.409], [4.098, -1.983, 10.316], [2.508, -1.594, 8.461], [3.127, -2.212, 6.154], [6.320, -2.952, 9.856], [9.711, -4.554, 6.602], [10.351, -5.112, 4.286], [8.704, -4.876, 2.455], [6.429, -4.053, 2.938], [-11.225, 1.531, -5.033], [-12.029, 0.526, -4.505], [-11.473, -0.468, -3.719], [-10.108, -0.470, -3.466], [-9.297, 0.526, -4.015], [-9.862, 1.531, -4.790], [-7.824, 0.516, -3.794], [-7.120, 1.386, -4.266], [-7.237, -0.588, -2.988], [-5.859, -0.646, -2.817], [-5.292, -1.656, -2.057], [-6.111, -2.611, -1.458], [-7.485, -2.564, -1.630], [-8.053, -1.558, -2.401], [-9.527, -1.537, -2.603], [-10.240, -2.370, -2.084], [-11.663, 2.312, -5.641], [-13.093, 0.522, -4.707], [-12.098, -1.247, -3.303], [-9.235, 2.308, -5.204], [-5.228, 0.097, -3.283], [-4.217, -1.704, -1.925], [-5.672, -3.399, -0.859], [-8.118, -3.309, -1.167]], "forces_ev_per_a": [[-0.32, -0.64, 0.73], [0.96, 0.62, -0.62], [-0.39, -0.30, 1.17], [0.15, 0.46, -0.59], [-0.15, -1.13, 0.46], [0.22, 0.09, -0.31], [-0.31, 0.02, 0.36], [0.54, 0.11, -1.31], [0.18, 0.21, 0.19], [1.85, 0.39, -0.96], [-1.61, -0.24, 0.75], [0.23, 0.56, 0.13], [-0.58, 0.86, 0.60], [-0.23, -0.15, -0.52], [-0.29, -2.17, 0.11], [0.66, -0.13, 0.09], [-0.37, 1.42, -0.21], [-0.14, 1.16, -0.46], [-0.17, -1.66, 0.48], [0.82, 0.94, -0.10], [0.59, 0.76, 0.76], [-0.25, -0.54, -0.36], [-0.38, -0.28, -0.54], [0.04, 0.42, -0.06], [0.16, -0.26, 0.33], [-0.36, 0.18, 0.15], [-0.39, -0.30, -0.25], [-0.87, 0.57, 0.28], [0.14, -2.35, -0.40], [0.39, 0.16, 0.37], [-0.06, 0.70, 1.30], [0.35, 1.49, -0.49], [0.13, -0.08, -0.02], [-0.05, 0.13, -0.30], [0.07, 0.20, -0.33], [-0.24, -0.01, 0.05], [-0.05, -0.16, 0.26], [-0.07, -0.11, -0.29], [-0.19, 0.21, -0.09], [0.00, 0.45, -0.02], [0.05, -0.04, -0.13], [-0.30, 0.30, 0.36], [-0.31, -0.11, 0.35], [-0.05, -0.10, 0.54], [0.09, 0.12, 0.00], [-0.08, -0.14, -0.05], [-0.10, -0.14, -0.04], [0.21, -0.17, -0.27], [0.26, -0.26, -0.19], [0.00, -0.08, -0.01], [0.05, -0.20, -0.01], [0.17, -0.23, -0.07], [0.15, -0.35, 0.02], [-0.02, 0.20, -0.14], [0.02, 0.09, 0.24], [-0.04, 0.18, 0.04], [0.18, -0.08, -0.32], [0.21, -0.22, -0.17], [0.09, 0.12, -0.56], [-0.17, -0.38, 0.40], [-0.04, 0.01, -0.05], [0.05, -0.02, 0.04], [-0.15, 0.07, 0.06], [0.13, -0.02, 0.07], [-0.06, 0.00, -0.14], [-0.07, 0.06, 0.14], [0.20, -0.05, 0.23], [-0.02, 0.01, -0.03], [-0.11, 0.05, -0.08], [0.15, -0.06, -0.06], [-0.06, 0.00, -0.04], [0.04, 0.00, 0.05], [0.08, -0.04, -0.15], [0.05, 0.00, 0.13], [-0.20, 0.04, -0.23], [0.02, 0.02, -0.01], [0.00, 0.00, -0.01], [0.00, -0.01, 0.00], [0.08, -0.07, -0.07], [0.08, -0.03, -0.09], [-0.10, 0.03, 0.08], [-0.01, 0.00, 0.00], [0.00, 0.00, 0.01], [-0.08, 0.05, 0.09], [-0.03, -0.05, 0.02], [0.05, 0.04, -0.01], [-0.17, 0.03, -0.05], [0.12, 0.07, -0.05], [-0.04, -0.11, 0.06], [-0.10, 0.10, -0.09], [0.19, 0.21, -0.12], [-0.03, -0.01, 0.05], [-0.10, -0.08, 0.03], [0.08, -0.07, 0.06], [-0.16, -0.15, 0.00], [-0.02, 0.10, -0.07], [0.13, -0.13, 0.11], [0.01, 0.12, -0.08], [-0.17, -0.23, 0.14], [0.02, 0.03, -0.02], [0.00, -0.01, 0.00], [0.01, 0.00, 0.01], [0.11, -0.04, 0.07], [0.10, -0.07, 0.04], [-0.08, 0.03, -0.08], [-0.22, 0.04, -0.19], [0.00, 0.00, -0.01], [-0.10, 0.06, -0.07]], "total_energy_ev": -110256.0310, "e_homo_ev": -9.13, "lumo_ev": -1.05, "charge": 0, "homo_lumo_gap_ev": 8.0859}



[2]
{"formula": "C42H44FeP2", "method": "the ωB97M-V functional and the def2-TZVPD basis", "species": ["Fe", "C", "C", "C", "C", "C", "C", "C", "C", "C", "H", "H", "H", "H", "H", "H", "H", "H", "H", "H", "H", "H", "H", "H", "H", "P", "P", "C", "C", "C", "C", "C", "C", "C", "C", "C", "C", "C", "C", "C", "C", "C", "C", "C", "C", "C", "C", "C", "C", "C", "C", "C", "C", "H", "H", "H", "H", "H", "H", "H", "H", "H", "H", "H", "H", "H", "H", "H", "H", "H", "H", "H", "H", "H", "H", "C", "C", "C", "C", "C", "C", "C", "H", "H", "H", "H", "H", "H", "H"], "xyz": [[-1.117, 1.311, -1.123], [-1.825, 0.785, -2.852], [-1.987, -0.698, -2.547], [-0.941, -1.527, -3.445], [0.416, -1.033, -3.851], [1.128, -0.175, -2.887], [0.984, 1.170, -2.854], [0.251, 1.859, -3.897], [-1.190, 1.301, -4.083], [2.077, -0.053, 2.264], [-2.584, 1.466, -2.445], [-3.082, -1.226, -2.703], [-1.565, -1.581, -4.351], [-0.908, -2.560, -3.071], [1.024, -1.943, -4.063], [0.314, -0.555, -4.854], [1.828, -0.721, -2.278], [1.566, 1.856, -2.251], [0.761, 1.846, -4.891], [0.156, 2.933, -3.638], [-1.850, 2.166, -4.387], [-1.167, 0.545, -4.899], [1.056, 0.344, 2.304], [2.691, 0.688, 2.744], [2.127, -1.061, 2.700], [-2.075, -0.876, -0.735], [2.601, -0.243, 0.519], [-0.106, -0.594, -0.194], [1.104, -1.329, 0.078], [-2.766, -2.305, 0.061], [-2.298, -3.456, -0.596], [-2.962, -4.646, -0.370], [-3.910, -4.783, 0.634], [-4.191, -3.652, 1.395], [-3.664, -2.387, 1.153], [-3.138, 0.646, -0.414], [-2.630, 1.956, -0.202], [-3.509, 3.049, -0.352], [-4.833, 2.894, -0.631], [-5.333, 1.600, -0.679], [-4.529, 0.490, -0.533], [3.970, -1.295, 0.407], [3.817, -2.660, 0.708], [4.951, -3.456, 0.814], [6.222, -2.947, 0.612], [6.356, -1.593, 0.348], [5.250, -0.750, 0.252], [2.798, 1.437, -0.061], [2.525, 2.569, 0.735], [2.814, 3.822, 0.219], [3.421, 3.984, -1.016], [3.804, 2.863, -1.723], [3.538, 1.593, -1.249], [0.256, 0.251, -1.279], [1.121, -2.441, 0.260], [-1.471, -3.394, -1.326], [-2.727, -5.455, -1.038], [-4.456, -5.719, 0.761], [-4.909, -3.734, 2.187], [-3.923, -1.529, 1.787], [-1.595, 2.427, 0.062], [-3.120, 4.053, -0.343], [-5.506, 3.735, -0.854], [-6.367, 1.435, -0.927], [-4.955, -0.508, -0.562], [2.825, -3.131, 0.877], [4.829, -4.495, 1.076], [7.092, -3.594, 0.691], [7.333, -1.172, 0.225], [5.358, 0.335, 0.061], [2.066, 2.471, 1.730], [2.543, 4.689, 0.792], [3.640, 4.965, -1.417], [4.246, 2.970, -2.699], [3.776, 0.709, -1.862], [-1.489, 0.071, 2.491], [-0.988, 0.531, 3.693], [-1.135, 1.918, 4.034], [-0.810, 2.407, 5.286], [-0.289, 1.538, 6.248], [-0.114, 0.159, 6.016], [-0.431, -0.332, 4.739], [-2.259, 0.690, 1.954], [-1.099, -0.938, 2.184], [-1.629, 2.523, 3.277], [-1.002, 3.471, 5.510], [-0.031, 1.947, 7.206], [0.263, -0.514, 6.824], [-0.431, -1.410, 4.514]], "forces_ev_per_a": [[3.10, 0.37, 0.43], [-0.53, -0.37, 0.52], [-1.78, -1.51, -1.65], [-3.12, -0.78, 0.73], [0.73, -0.47, -1.48], [1.12, 1.42, -0.50], [1.75, -1.04, -0.79], [-1.68, 1.42, -1.49], [-0.70, 0.78, -1.60], [0.77, 0.31, -0.41], [-0.64, -0.58, -1.15], [1.94, 1.06, -0.69], [0.41, -0.28, 0.02], [0.15, 0.34, -0.03], [-0.26, 0.57, 0.32], [0.33, -0.12, 0.86], [0.05, 0.16, 0.61], [-0.12, -0.66, 0.37], [-0.04, -0.11, 0.61], [0.10, -0.47, -0.09], [0.77, -0.91, -0.28], [-0.40, 0.78, 0.26], [-0.15, -0.38, -0.34], [0.57, -0.03, 0.81], [-0.01, 0.53, 0.10], [4.53, 1.83, 2.67], [-5.81, -2.01, 1.86], [-1.41, 2.11, -3.13], [-0.13, 0.59, -0.55], [0.19, -0.34, -0.16], [-0.65, 0.39, 0.04], [0.37, -0.64, -0.12], [0.11, 0.67, -0.52], [-0.37, 0.08, 0.46], [0.50, -0.31, -1.02], [-0.20, -1.14, 1.82], [-1.80, 1.63, 0.16], [0.72, 0.17, 0.05], [-1.00, -0.39, -0.34], [-0.74, -0.10, -0.26], [1.05, 0.01, -0.26], [1.66, -0.36, 0.18], [-0.25, -0.24, 0.02], [-0.40, -0.20, 0.00], [-0.14, 0.33, 0.07], [0.03, 0.31, -0.15], [-0.05, -0.14, -0.02], [1.56, 0.03, -0.42], [-0.41, -0.75, -0.13], [-0.17, 0.21, 0.19], [0.12, -0.15, 0.20], [0.20, -0.20, -0.55], [-0.68, -0.32, 0.08], [-0.96, -2.25, 2.98], [0.27, 1.49, -0.22], [-0.71, -0.02, 0.35], [0.10, -0.50, 0.09], [0.25, 0.33, 0.13], [-0.23, -0.09, 0.41], [0.17, -0.31, -0.52], [-0.09, -0.47, 0.83], [0.34, 0.14, 0.25], [0.51, -0.36, 0.27], [-0.31, 0.03, 0.20], [0.01, 0.08, -0.17], [0.93, 0.63, -0.14], [-0.03, -0.16, -0.04], [-0.12, 0.17, -0.02], [0.40, 0.14, -0.07], [0.10, -0.86, 0.18], [0.11, 0.05, -0.65], [-0.02, 0.22, 0.20], [-0.12, 0.02, 0.09], [0.27, 0.05, -0.10], [-0.03, 0.55, 0.37], [0.05, -0.92, -1.04], [-0.10, 0.23, 1.75], [-0.09, -0.29, 0.27], [-0.19, -0.19, -0.52], [0.23, -0.08, 0.71], [-0.06, 0.18, -1.12], [-0.18, 0.30, -0.18], [1.16, -1.00, 0.43], [-1.11, 1.01, -0.01], [0.15, 0.26, 0.13], [0.25, -0.64, 0.02], [0.08, 0.06, 0.41], [-0.38, 0.65, -0.81], [0.16, 0.45, 0.23]], "total_energy_ev": -97216.7478, "e_homo_ev": [-4.04, -3.91], "lumo_ev": [-0.17, -0.17], "multiplicity": 5, "charge": 0, "homo_lumo_gap_ev": [3.8640, 3.7484]}



F_max? In order: 2.388, 6.424 eV Å⁻¹.